20
Properties=species:S:1:pos:R:3:mulliken_charge:R:1 method="wB97M-V/def2-TZVPD" de_lowest_kcal_mol=43.2 gap_ev=9.501 smiles="CC(C)=N.CCO" energy_ev=-8932.1395 homo_energy_ev=-8.79
C -0.91928 1.66353 1.17266 -0.343
C 0.52450 1.89959 0.29454 -0.965
O -0.88008 0.69237 2.11164 -0.634
H 1.31951 -1.42968 1.28808 0.198
H -1.67931 1.49361 0.39606 0.213
H -1.07834 2.63515 1.64536 0.365
H 0.29808 2.81657 -0.23825 0.385
H 1.33942 2.09799 0.98969 0.265
H 0.87303 1.22132 -0.47180 0.214
C 1.27604 -1.39183 -1.30013 -1.273
C -1.21807 -1.16692 -0.80633 -1.286
C 0.18306 -1.22337 -0.28926 0.932
N 0.35875 -1.30363 0.98384 -0.549
H -0.34413 -0.23672 1.75370 0.390
H 2.26558 -1.35409 -0.83762 0.352
H 1.15124 -2.34614 -1.80411 0.378
H -1.46081 -2.11535 -1.29195 0.402
H -1.91592 -0.97886 0.00518 0.315
H -1.31389 -0.36907 -1.54154 0.310
H 1.22061 -0.60446 -2.05977 0.330

=====

26
Properties=species:S:1:pos:R:3:mulliken_charge:R:1 method="wB97M-V/def2-TZVPD" de_lowest_kcal_mol=0.0 gap_ev=8.688 smiles="C=C(C#N)[C@H]1[C@H](C)C=NN1C.O=CBr" energy_ev=-86084.4517 homo_energy_ev=-8.30
C 0.20599 3.12272 -1.48797 0.097
C 0.17035 0.55465 -0.91599 0.147
C -0.26491 2.00356 -0.68624 0.076
C -0.98224 2.25125 0.40140 -1.085
C 1.59170 0.13257 -0.40202 0.328
C 1.20855 -0.92144 0.67695 -0.593
C -1.27000 -2.16781 2.64165 0.185
C 2.56104 -0.54417 -1.42993 -1.303
C -2.09755 -0.59142 -0.30797 -1.023
N 0.41623 4.00347 -2.19995 -0.502
N -0.06042 -1.18734 0.70097 -0.672
N -0.66205 -0.32845 -0.08229 0.604
O -1.88330 -1.25643 2.99500 -0.346
Br 0.31449 -2.82206 3.48316 -0.184
H -0.08279 0.45189 -1.95310 0.372
H -1.43828 3.15890 0.53986 0.415
H -1.25576 1.48926 1.07927 0.379
H 2.09071 0.93890 0.07261 0.397
H 1.90876 -1.44290 1.35680 0.334
H -1.51205 -2.79349 1.78515 0.368
H 2.07498 -1.34433 -2.07161 0.330
H 3.36826 -0.95224 -0.81023 0.400
H 3.10512 0.23523 -2.06131 0.311
H -2.24695 -1.38008 -1.11236 0.317
H -2.50963 0.32049 -0.76235 0.379
H -2.75024 -0.93075 0.55052 0.270

=====

13
Properties=species:S:1:pos:R:3:mulliken_charge:R:1 method="wB97M-V/def2-TZVPD" de_lowest_kcal_mol=48.6 gap_ev=7.453 energy_ev=-29090.6350 homo_energy_ev=-9.14
C 1.00450 -0.89546 -0.28841 -0.102
C -0.07050 0.33601 -2.11668 -1.093
C 0.09745 0.17945 1.98596 -0.976
C 0.20858 0.22928 -0.66680 0.791
N 1.90320 -1.59684 -0.17081 -0.397
S -0.75008 0.85901 0.58349 0.135
Cl -2.75432 -0.27784 1.39131 -0.430
H 0.41070 -0.51987 -2.59478 0.342
H 0.33185 1.34962 -2.40556 0.272
H -1.11941 0.33900 -2.60378 0.313
H 0.12401 -0.90646 1.76478 0.413
H -0.52490 0.31805 2.94259 0.365
H 1.13893 0.58603 2.17871 0.368

=====

18
Properties=species:S:1:pos:R:3:mulliken_charge:R:1 method="wB97M-V/def2-TZVPD" de_lowest_kcal_mol=17.7 gap_ev=6.695 energy_ev=-20732.1715 charge=-1 homo_energy_ev=-3.16
O -0.85289 -2.37338 1.92137 -0.634
C -0.75826 -1.79574 0.85431 -0.015
N -0.22441 -0.60286 0.65279 0.005
C -0.25479 0.16258 -0.59367 0.781
C -0.32967 1.62348 -0.21625 -1.096
S 1.15996 2.26687 0.64065 -0.636
C -1.35980 -0.27840 -1.56076 -1.625
H -1.14570 -2.33027 -0.02785 0.284
H 0.09754 -0.06791 1.45691 0.188
H 0.70598 0.02813 -1.08220 0.018
H -1.18211 1.89972 0.42140 0.310
H -0.58146 2.25482 -1.08235 0.274
H -1.09109 -1.25300 -1.97162 0.350
H -2.27509 -0.38438 -1.00732 0.398
H -1.38656 0.44955 -2.36385 0.469
H 2.91375 0.64331 1.88472 0.280
H 3.14944 -0.16605 0.58920 0.304
O 3.41517 -0.07649 1.48453 -0.655